66
Properties=species:S:1:pos:R:3 method="wB97M-V/def2-TZVPD" total_energy_ev=-72736.145 multiplicity=1 smiles="O=C(NCCCN1CCCC1=O)c1cc(NS(=O)(=O)c2ccc(F)cc2)cc(NS(=O)(=O)c2ccc(F)cc2)c1"
O 0.902 -2.071 2.467
C 0.480 -2.060 1.324
N 1.085 -2.702 0.302
C 2.416 -3.244 0.421
C 3.490 -2.173 0.177
C 3.222 -1.350 -1.090
N 3.166 -2.153 -2.287
C 4.366 -2.501 -3.015
C 3.891 -3.571 -4.003
C 2.406 -3.255 -4.178
C 2.035 -2.527 -2.900
O 0.902 -2.312 -2.494
C -0.734 -1.279 0.924
C -1.457 -1.520 -0.239
C -2.486 -0.657 -0.597
N -3.173 -0.817 -1.806
S -3.068 0.451 -2.913
O -3.645 -0.045 -4.125
O -3.611 1.631 -2.318
C -1.296 0.634 -3.131
C -0.536 1.258 -2.161
C 0.841 1.300 -2.301
C 1.409 0.728 -3.426
F 2.753 0.744 -3.563
C 0.652 0.129 -4.418
C -0.720 0.072 -4.254
C -2.801 0.435 0.204
C -2.071 0.677 1.359
N -2.291 1.818 2.136
S -0.932 2.782 2.430
O -1.438 4.104 2.640
O 0.050 2.571 1.404
C -0.330 2.134 3.982
C -1.149 2.236 5.090
C -0.716 1.730 6.303
C 0.534 1.134 6.363
F 0.958 0.643 7.539
C 1.363 1.033 5.258
C 0.919 1.546 4.052
C -1.054 -0.194 1.726
H 0.773 -2.521 -0.648
H 2.517 -4.057 -0.302
H 2.530 -3.644 1.431
H 3.498 -1.485 1.023
H 4.467 -2.655 0.117
H 2.263 -0.834 -0.992
H 4.008 -0.601 -1.217
H 5.136 -2.869 -2.334
H 4.753 -1.614 -3.533
H 4.443 -3.538 -4.939
H 4.013 -4.562 -3.566
H 1.783 -4.135 -4.323
H 2.233 -2.578 -5.017
H -1.231 -2.357 -0.882
H -2.982 -1.691 -2.276
H -1.005 1.711 -1.303
H 1.456 1.770 -1.550
H 1.133 -0.285 -5.290
H -1.359 -0.396 -4.986
H -3.580 1.110 -0.113
H -3.073 2.382 1.833
H -2.110 2.713 4.989
H -1.325 1.789 7.191
H 2.326 0.557 5.349
H 1.522 1.492 3.159
H -0.482 -0.029 2.624